# 1
Here is a 6-piece molecular cluster, C6H9Cl15 overall from OMol25. Energies are from the ωB97M-V functional and the def2-TZVPD basis.

Each line ends with the natural charge from an NBO analysis.
Geometry (Å):
Cl: 3.10 -4.51 -2.23  0.02
C: 1.44 -4.59 -1.65  -0.28
Cl: 1.41 -4.74 0.13  0.00
Cl: 0.56 -5.91 -2.38  0.04
H: 0.97 -3.65 -1.89  0.23
Cl: -4.97 2.94 3.18  0.02
C: -3.38 2.54 2.50  -0.29
Cl: -2.15 3.60 3.20  0.02
Cl: -3.39 2.61 0.75  0.03
H: -3.11 1.50 2.69  0.22
Cl: -0.36 3.64 -2.21  0.01
C: -1.33 2.79 -3.45  -0.27
Cl: -2.86 3.59 -3.78  0.04
Cl: -1.58 1.10 -2.94  0.00
H: -0.79 2.72 -4.38  0.23
Cl: 2.87 2.56 -0.15  -0.04
C: 4.05 1.53 -1.02  -0.39
Cl: 3.74 1.57 -2.76  -0.02
H: 5.05 1.91 -0.89  0.23
H: 3.98 0.52 -0.65  0.23
Cl: -1.58 -4.21 3.72  -0.01
C: -1.05 -2.56 3.40  -0.39
Cl: 0.32 -2.12 4.47  -0.05
H: -0.75 -2.47 2.36  0.23
H: -1.81 -1.82 3.60  0.22
Cl: 0.80 -1.06 -0.81  -0.07
C: 0.41 0.44 0.09  -0.39
Cl: -0.93 0.17 1.18  -0.03
H: 1.26 0.81 0.64  0.24
H: 0.08 1.11 -0.70  0.24

Values from the calculation:
SMILES string ... ClC(Cl)Cl.ClC(Cl)Cl.ClC(Cl)Cl.ClCCl.ClCCl.ClCCl
2S+1 ... 1
Energy relative to the best compared isomer or geometry (same formula, charge and spin) ... 0.231 eV
HOMO-LUMO gap ... 11.3 eV
Energy ... -194204.0249 eV
Maximum force ... 0.01699 Eh/bohr

# 2
Here is C6H9Cl2LuO3PY as an isolated structure at a distorted geometry from OMol25. Energies are from the ωB97M-V functional and the def2-TZVPD basis.

Each line ends with the natural charge from an NBO analysis.
Geometry (Å):
Y: -0.09 0.34 -3.47  2.01
Lu: 0.69 0.41 -0.48  1.58
Cl: -0.66 -1.57 -1.63  -0.41
Cl: -0.46 2.57 -2.00  -0.39
C: 1.93 2.37 0.22  0.38
C: 0.80 -1.51 -4.72  0.34
C: 0.90 1.60 -5.22  0.33
O: 2.50 3.29 0.63  -0.18
O: 1.11 -2.45 -5.34  -0.15
O: 1.26 2.26 -6.11  -0.14
C: -1.76 -1.51 2.32  -0.90
P: -0.62 -0.47 1.43  0.79
C: -1.03 1.15 2.10  -0.97
C: 0.96 -1.29 1.92  -0.98
H: -2.77 -1.16 2.11  0.30
H: -1.51 -1.37 3.39  0.31
H: -1.62 -2.56 2.03  0.30
H: -1.24 0.99 3.17  0.33
H: -0.25 1.91 1.94  0.25
H: -1.98 1.48 1.60  0.31
H: 0.87 -1.55 2.99  0.35
H: 1.08 -2.26 1.36  0.31
H: 1.87 -0.67 1.75  0.24

Values from the calculation:
2S+1 ... 1
Net charge ... +4
HOMO-LUMO gap ... 5.6 eV
Energy ... -81460.6947 eV
Maximum force ... 0.17206 Eh/bohr

# 3
Here is a 2-piece molecular cluster, C6H9ClNO2 overall at a distorted geometry from OMol25. Energies are from the ωB97M-V functional and the def2-TZVPD basis.

Each line ends with the natural charge from an NBO analysis.
Geometry (Å):
C: -1.40 -1.22 -1.51  0.70
C: -3.12 0.26 -2.80  0.75
C: -0.57 -0.32 -1.10  -0.43
C: -2.04 -0.02 -3.46  -0.61
C: 1.39 0.31 0.35  -0.41
C: -0.97 0.39 1.17  -0.40
N: -0.03 -0.36 0.25  -0.31
O: -2.00 -2.19 -1.65  -0.41
O: -4.00 0.44 -2.08  -0.37
Cl: -1.00 1.19 -4.03  0.10
H: -0.77 0.71 -1.38  0.26
H: -2.14 -0.90 -3.97  0.28
H: 1.48 1.33 -0.04  0.24
H: 1.70 0.39 1.34  0.23
H: 2.00 -0.21 -0.37  0.24
H: -0.70 0.27 2.14  0.22
H: -1.12 1.51 0.86  0.25
H: -1.86 -0.19 1.09  0.22
H: 0.03 -1.26 0.53  0.42

Values from the calculation:
2S+1 ... 1
Net charge ... +1
Energy relative to the best compared isomer or geometry (same formula, charge and spin) ... 1.582 eV
HOMO-LUMO gap ... 9.3 eV
Energy ... -24464.4981 eV
Maximum force ... 0.10576 Eh/bohr

# 4
Here is a 2-piece molecular cluster, C6H9F overall at a distorted geometry from OMol25. Energies are from the ωB97M-V functional and the def2-TZVPD basis.

Each line ends with the natural charge from an NBO analysis.
Geometry (Å):
F: -1.47 -1.01 2.04  -0.36
C: -1.34 -0.09 1.02  0.18
C: -1.46 -0.52 -0.36  -0.47
C: -2.60 0.29 0.26  -0.47
H: -0.57 0.70 1.42  0.19
H: -1.58 -1.57 -0.37  0.23
H: -0.77 -0.08 -1.16  0.23
H: -2.79 1.37 0.04  0.23
H: -3.60 -0.26 0.53  0.23
C: 2.32 1.61 0.36  -0.26
C: 2.35 0.52 -0.13  0.00
C: 2.30 -0.66 -0.97  -0.71
H: 2.33 2.43 0.97  0.22
H: 1.92 -0.19 -1.95  0.25
H: 3.32 -1.09 -1.28  0.25
H: 1.62 -1.46 -0.43  0.25

Values from the calculation:
SMILES string ... FC1CC1.C#CC
2S+1 ... 1
Energy relative to the best compared isomer or geometry (same formula, charge and spin) ... 3.319 eV
HOMO-LUMO gap ... 11.0 eV
Energy ... -9081.3750 eV
Maximum force ... 0.06957 Eh/bohr